DFT (ωB97M-V with the def2-TZVPD basis set) results for a 2-piece molecular cluster, C3H8OS2 overall.

For the energy above the lowest of the compared OMol25 structures with the same formula, charge and spin, the calculation gives 34.8 kJ/mol. Its frontier orbital gap is 8.93 eV. As for the SMILES: C1CSSC1.O. Its highest occupied orbital energy is -8.30 eV.

ORCA input file:
```
! RIJCOSX wB97M-V def2-TZVPD def2/J DEFGRID3
* xyz 0 1
S -1.16 0.76 1.30
S 0.31 1.61 0.17
O -1.40 1.55 -2.09
C 0.40 -1.18 0.26
C -0.20 -0.75 1.66
C 0.99 0.05 -0.54
H 0.55 -0.49 2.44
H -0.38 -1.53 -0.43
H 1.16 -1.98 0.34
H 0.76 -0.08 -1.61
H 2.09 0.03 -0.43
H -1.31 2.48 -1.76
H -0.93 1.00 -1.42
H -0.90 -1.48 2.11
*
```

DFT (ωB97M-V with the def2-TZVPD basis set) results for C34H37Cl3GeN7O4RbS4 as an isolated structure.

For the energy above the lowest of the compared OMol25 structures with the same formula, charge and spin, the calculation gives 0.0 kJ/mol. Its frontier orbital gap is 2.18 eV. Its highest occupied orbital energy is 0.71 eV.

ORCA input file:
```
! RIJCOSX wB97M-V def2-TZVPD def2/J DEFGRID3
* xyz -2 1
Rb 1.16 -1.41 -0.96
Ge 4.10 -3.20 -4.23
Cl -5.70 2.61 3.94
Cl -7.28 4.35 -1.31
Cl -6.90 -2.23 2.01
S -5.15 3.82 -3.31
S -0.94 -1.60 2.29
S 2.91 0.11 4.42
S 3.56 -3.37 4.40
O 3.60 -0.72 -5.30
O 1.70 -2.62 -2.98
O 1.41 -2.08 1.43
O -4.97 4.09 1.33
N 2.27 1.54 -5.76
N 2.64 -0.88 -4.30
N 1.30 2.42 -3.80
N -0.09 1.70 0.47
N 1.99 0.18 -3.80
N -1.66 2.56 1.77
N 0.99 2.22 -2.44
C 5.79 -2.78 -5.16
C 1.62 -4.47 3.19
C 1.93 1.29 -4.41
C 2.30 -5.52 3.86
C -2.83 3.31 2.18
C -0.11 -1.22 4.68
C 2.82 -1.97 -3.34
C 2.73 -0.82 2.97
C 4.23 1.00 3.78
C -4.63 0.71 0.58
C -2.09 -1.14 3.48
C 3.08 -4.36 -5.45
C 0.34 -1.56 3.43
C -6.19 0.24 2.80
C -4.74 1.72 1.53
C 4.51 0.61 2.51
C -5.28 -0.50 0.71
C -5.63 4.36 -1.76
C -1.51 -0.97 4.71
C 3.38 -5.07 4.57
C -3.50 4.11 -2.96
C -3.35 4.60 -1.70
C 2.18 -3.24 3.39
C -5.52 1.45 2.65
C -4.03 3.03 1.27
C 0.25 1.49 1.79
C -4.70 5.17 0.45
C -6.07 -0.72 1.82
C -0.71 2.00 2.61
C 3.65 -0.44 2.05
C 4.70 -4.43 -2.78
C -1.22 2.35 0.50
C -4.58 4.75 -0.99
C 1.68 -1.93 2.75
H -2.74 3.89 -3.69
H -0.82 2.00 3.68
H 4.70 1.77 4.36
H 5.07 -5.38 -3.19
H 5.29 1.04 1.90
H -2.38 4.86 -1.29
H -5.54 5.85 0.58
H 3.39 -1.52 -2.45
H 3.54 -5.35 -5.52
H -4.01 0.89 -0.29
H 3.02 -3.92 -6.45
H 2.01 -6.56 3.81
H -3.79 5.70 0.74
H 6.43 -2.17 -4.52
H -3.06 3.07 3.21
H 0.54 -1.16 5.55
H 2.07 -4.46 -5.04
H 5.56 -2.21 -6.06
H 0.81 3.10 -1.99
H -3.67 2.95 0.25
H 6.31 -3.70 -5.41
H -5.17 -1.28 -0.04
H -6.79 0.06 3.68
H 0.49 2.70 -4.37
H 3.87 -4.65 -2.11
H 4.08 -5.63 5.16
H 1.14 0.95 2.06
H -1.75 2.69 -0.37
H 0.76 -4.60 2.55
H 2.81 2.40 -5.83
H -3.13 -1.02 3.23
H 5.51 -3.98 -2.19
H 2.84 0.72 -6.02
H -2.63 4.39 2.13
H 3.70 -0.89 1.07
H -2.06 -0.69 5.60
H 0.22 1.57 -2.29
*
```

What did the second record say?
DFT (ωB97M-V with the def2-TZVPD basis set) results for C34H37Cl3GeN7O4RbS4 as an isolated structure.

For the energy above the lowest of the compared OMol25 structures with the same formula, charge and spin, the calculation gives 0.0 kJ/mol. Its frontier orbital gap is 2.18 eV. Its highest occupied orbital energy is 0.71 eV.

ORCA input file:
```
! RIJCOSX wB97M-V def2-TZVPD def2/J DEFGRID3
* xyz -2 1
Rb 1.16 -1.41 -0.96
Ge 4.10 -3.20 -4.23
Cl -5.70 2.61 3.94
Cl -7.28 4.35 -1.31
Cl -6.90 -2.23 2.01
S -5.15 3.82 -3.31
S -0.94 -1.60 2.29
S 2.91 0.11 4.42
S 3.56 -3.37 4.40
O 3.60 -0.72 -5.30
O 1.70 -2.62 -2.98
O 1.41 -2.08 1.43
O -4.97 4.09 1.33
N 2.27 1.54 -5.76
N 2.64 -0.88 -4.30
N 1.30 2.42 -3.80
N -0.09 1.70 0.47
N 1.99 0.18 -3.80
N -1.66 2.56 1.77
N 0.99 2.22 -2.44
C 5.79 -2.78 -5.16
C 1.62 -4.47 3.19
C 1.93 1.29 -4.41
C 2.30 -5.52 3.86
C -2.83 3.31 2.18
C -0.11 -1.22 4.68
C 2.82 -1.97 -3.34
C 2.73 -0.82 2.97
C 4.23 1.00 3.78
C -4.63 0.71 0.58
C -2.09 -1.14 3.48
C 3.08 -4.36 -5.45
C 0.34 -1.56 3.43
C -6.19 0.24 2.80
C -4.74 1.72 1.53
C 4.51 0.61 2.51
C -5.28 -0.50 0.71
C -5.63 4.36 -1.76
C -1.51 -0.97 4.71
C 3.38 -5.07 4.57
C -3.50 4.11 -2.96
C -3.35 4.60 -1.70
C 2.18 -3.24 3.39
C -5.52 1.45 2.65
C -4.03 3.03 1.27
C 0.25 1.49 1.79
C -4.70 5.17 0.45
C -6.07 -0.72 1.82
C -0.71 2.00 2.61
C 3.65 -0.44 2.05
C 4.70 -4.43 -2.78
C -1.22 2.35 0.50
C -4.58 4.75 -0.99
C 1.68 -1.93 2.75
H -2.74 3.89 -3.69
H -0.82 2.00 3.68
H 4.70 1.77 4.36
H 5.07 -5.38 -3.19
H 5.29 1.04 1.90
H -2.38 4.86 -1.29
H -5.54 5.85 0.58
H 3.39 -1.52 -2.45
H 3.54 -5.35 -5.52
H -4.01 0.89 -0.29
H 3.02 -3.92 -6.45
H 2.01 -6.56 3.81
H -3.79 5.70 0.74
H 6.43 -2.17 -4.52
H -3.06 3.07 3.21
H 0.54 -1.16 5.55
H 2.07 -4.46 -5.04
H 5.56 -2.21 -6.06
H 0.81 3.10 -1.99
H -3.67 2.95 0.25
H 6.31 -3.70 -5.41
H -5.17 -1.28 -0.04
H -6.79 0.06 3.68
H 0.49 2.70 -4.37
H 3.87 -4.65 -2.11
H 4.08 -5.63 5.16
H 1.14 0.95 2.06
H -1.75 2.69 -0.37
H 0.76 -4.60 2.55
H 2.81 2.40 -5.83
H -3.13 -1.02 3.23
H 5.51 -3.98 -2.19
H 2.84 0.72 -6.02
H -2.63 4.39 2.13
H 3.70 -0.89 1.07
H -2.06 -0.69 5.60
H 0.22 1.57 -2.29
*
```

Question: Which value of frontier orbital gap does entry 2 give?
Answer: 2.18 eV

Question: frontier orbital gap of number 2 (C34H37Cl3GeN7O4RbS4)?
Answer: 2.18 eV

Copy entry 1 word for word.
DFT (ωB97M-V with the def2-TZVPD basis set) results for a 2-piece molecular cluster, C3H8OS2 overall.

For the energy above the lowest of the compared OMol25 structures with the same formula, charge and spin, the calculation gives 34.8 kJ/mol. Its frontier orbital gap is 8.93 eV. As for the SMILES: C1CSSC1.O. Its highest occupied orbital energy is -8.30 eV.

ORCA input file:
```
! RIJCOSX wB97M-V def2-TZVPD def2/J DEFGRID3
* xyz 0 1
S -1.16 0.76 1.30
S 0.31 1.61 0.17
O -1.40 1.55 -2.09
C 0.40 -1.18 0.26
C -0.20 -0.75 1.66
C 0.99 0.05 -0.54
H 0.55 -0.49 2.44
H -0.38 -1.53 -0.43
H 1.16 -1.98 0.34
H 0.76 -0.08 -1.61
H 2.09 0.03 -0.43
H -1.31 2.48 -1.76
H -0.93 1.00 -1.42
H -0.90 -1.48 2.11
*
```